w.
BH22O9 | ωB97M-V/def2-TZVPD

Bonds (Å) are listed after each position.
Geometry (Å):
1 B -52.35968 -9.26710 34.62408  H2 1.234, H3 1.318, H4 1.278, H5 1.256
2 H -51.17211 -9.00977 34.84027  B1 1.234
3 H -53.11392 -8.21787 34.88578  B1 1.318
4 H -52.47452 -9.36011 33.35427  B1 1.278
5 H -52.78649 -10.33507 35.12856  B1 1.256
6 O -52.42392 -6.72248 31.60453  H7 0.997, H8 0.920
7 H -52.55214 -7.66243 31.91241  O6 0.997
8 H -53.26282 -6.68335 31.22788  O6 0.920
9 O -51.38581 -12.88410 34.51474  H10 1.001, H11 1.064
10 H -51.78822 -11.97265 34.61513  O9 1.001
11 H -51.94592 -13.19315 35.36524  O9 1.064
12 O -52.84218 -9.12658 38.20078  H13 1.050, H14 0.901
13 H -52.66928 -8.62651 37.29340  O12 1.050
14 H -52.23296 -8.98078 38.84848  O12 0.901
15 O -54.44270 -6.00358 36.76321  H16 0.891, H17 0.938
16 H -55.28400 -5.71499 36.81999  O15 0.891
17 H -54.41799 -6.82322 36.30837  O15 0.938
18 O -49.97404 -10.01760 32.11167  H19 0.981, H20 0.957
19 H -50.54268 -9.74366 32.86270  O18 0.981
20 H -49.68404 -9.35475 31.48572  O18 0.957
21 O -55.38625 -11.24102 31.77298  H22 1.061, H23 0.971
22 H -54.87320 -10.43956 32.24214  O21 1.061
23 H -56.08510 -11.65733 32.30315  O21 0.971
24 O -55.31135 -10.39604 35.94461  H25 0.935, H26 1.067
25 H -54.47751 -10.11405 35.62856  O24 0.935
26 H -54.91941 -11.15267 36.58667  O24 1.067
27 O -54.87278 -8.42067 32.26320  H28 0.956, H29 0.998
28 H -54.16701 -8.80914 32.77847  O27 0.956
29 H -55.60587 -8.03194 32.81792  O27 0.998
30 O -48.84764 -9.79572 36.56302  H31 1.023, H32 0.867
31 H -49.54376 -9.49976 35.87460  O30 1.023
32 H -48.15596 -9.97125 36.07010  O30 0.867

Output
Charge: -1
HOMO energy in eV: -7.059
Frontier orbital gap in eV: 9.891

Here are the Löwdin charges for atoms 1 to 6, given in e:
1 B -0.35
2 H -0.04
3 H 0.00
4 H -0.03
5 H -0.03
6 O -0.06


x.
BH22O9 | ωB97M-V/def2-TZVPD

Bonds (Å) are listed after each position.
Geometry (Å):
1 B -0.07404 -0.39403 0.37631  H2 1.150, H3 1.145, H4 1.145, H5 1.151
2 H 0.18893 0.24940 -0.53932  B1 1.150
3 H 0.20370 0.16839 1.33401  B1 1.145
4 H -1.18488 -0.64029 0.25205  B1 1.145
5 H 0.51527 -1.37777 0.47256  B1 1.151
6 O 2.83173 1.13720 -1.96398  H7 0.962, H8 0.974
7 H 3.20119 2.02548 -1.97627  O6 0.962
8 H 2.62100 0.97311 -1.02770  O6 0.974
9 O -0.09431 1.99277 -2.16711  H10 0.968, H11 0.960
10 H -0.07622 1.70311 -1.24332  O9 0.968
11 H 0.60835 2.64375 -2.23111  O9 0.960
12 O -1.01574 -3.24456 0.69309  H13 0.962, H14 0.988
13 H -1.67931 -3.47863 0.03714  O12 0.962
14 H -0.63638 -2.38998 0.37317  O12 0.988
15 O -1.76627 -0.49320 3.15427  H16 0.961, H17 0.973
16 H -1.09104 -0.74847 3.78815  O15 0.961
17 H -1.29797 -0.46033 2.30251  O15 0.973
18 O 0.33236 2.31556 2.29659  H19 0.962, H20 0.984
19 H 1.15051 2.64951 1.91720  O18 0.962
20 H 0.14363 1.49454 1.78861  O18 0.984
21 O 3.35502 -1.72096 -1.98328  H22 0.964, H23 0.966
22 H 2.51009 -1.67516 -1.52149  O21 0.964
23 H 3.70030 -0.81994 -1.93612  O21 0.966
24 O -2.54546 0.02370 -1.57339  H25 0.963, H26 0.982
25 H -1.98221 0.20362 -2.33304  O24 0.963
26 H -1.93085 0.03213 -0.80706  O24 0.982
27 O 2.89013 -0.02308 0.72612  H28 0.978, H29 0.962
28 H 1.94270 -0.26274 0.76515  O27 0.978
29 H 3.35536 -0.83891 0.93443  O27 0.962
30 O -5.00161 0.29404 -0.24726  H31 0.962, H32 0.968
31 H -5.08281 0.69291 0.62441  O30 0.962
32 H -4.09116 -0.03120 -0.28534  O30 0.968

Output
Charge: -1
HOMO energy in eV: -7.415
Frontier orbital gap in eV: 10.122

Here are the Löwdin charges for atoms 1 to 6, given in e:
1 B -0.33
2 H -0.01
3 H -0.03
4 H -0.01
5 H 0.00
6 O -0.06


Here is how they stack up, most stable first: x, w.


w.
BH22O9 | ωB97M-V/def2-TZVPD

Bonds (Å) are listed after each position.
Geometry (Å):
1 B -0.19098 0.17037 0.35983  H2 1.177, H3 1.174, H4 1.187, H5 1.177
2 H 0.47021 0.45764 -0.57113  B1 1.177
3 H -0.70655 -0.84253 0.06678  B1 1.174
4 H 0.46262 0.06604 1.34548  B1 1.187
5 H -0.91776 1.06895 0.58271  B1 1.177
6 O 0.03300 -2.68210 1.57989  H7 0.980, H8 0.961
7 H 0.07857 -1.76920 1.22567  O6 0.980
8 H 0.58811 -2.66869 2.36370  O6 0.961
9 O 2.34965 -1.22335 -0.37323  H10 0.961, H11 0.978
10 H 2.67015 -1.68257 0.40756  O9 0.961
11 H 1.47345 -0.87581 -0.11379  O9 0.978
12 O 0.63817 2.75532 1.80654  H13 0.961, H14 0.976
13 H 1.31598 2.23451 2.24571  O12 0.961
14 H 0.17878 2.10935 1.23676  O12 0.976
15 O 1.60804 2.41829 -1.40026  H16 0.962, H17 0.973
16 H 2.16497 2.93399 -0.80908  O15 0.962
17 H 1.45418 1.58965 -0.91467  O15 0.973
18 O -1.82675 -0.73480 3.19165  H19 0.964, H20 0.962
19 H -1.60116 -0.10631 2.49579  O18 0.964
20 H -2.45698 -1.32846 2.77161  O18 0.962
21 O -1.56595 2.78597 -1.07227  H22 0.972, H23 0.965
22 H -1.48235 2.03031 -0.46670  O21 0.972
23 H -0.72249 2.79956 -1.54030  O21 0.965
24 O 2.11389 0.32191 -3.45293  H25 0.968, H26 0.965
25 H 2.03008 1.09416 -2.87453  O24 0.968
26 H 1.56881 -0.36266 -3.04632  O24 0.965
27 O -0.29586 -1.78820 -2.25765  H28 0.972, H29 0.961
28 H -0.20692 -1.27057 -1.44036  O27 0.972
29 H -1.07038 -2.33698 -2.10826  O27 0.961
30 O -3.08373 -1.60629 0.14499  H31 0.972, H32 0.963
31 H -2.28420 -1.06311 0.24713  O30 0.972
32 H -2.78662 -2.49441 0.36969  O30 0.963

Output
Charge: -1
HOMO energy in eV: -7.696
Frontier orbital gap in eV: 10.515

Here are the Löwdin charges for atoms 1 to 6, given in e:
1 B -0.35
2 H 0.00
3 H -0.02
4 H 0.03
5 H 0.00
6 O -0.09


x.
BH22O9 | ωB97M-V/def2-TZVPD

Bonds (Å) are listed after each position.
Geometry (Å):
1 B 0.13250 -0.07653 0.05604  H2 1.153, H3 1.153, H4 1.151, H5 1.143
2 H 0.82065 0.72929 -0.39924  B1 1.153
3 H 0.84619 -0.96766 0.21640  B1 1.153
4 H -0.29478 0.38382 1.02091  B1 1.151
5 H -0.71865 -0.35380 -0.65535  B1 1.143
6 O 1.16076 -0.98787 2.74871  H7 0.984, H8 0.962
7 H 0.89947 -0.92684 1.80238  O6 0.984
8 H 2.07237 -1.29389 2.73181  O6 0.962
9 O 3.33800 0.21063 -1.10813  H10 0.962, H11 0.968
10 H 3.87962 0.97809 -0.89896  O9 0.962
11 H 2.64873 0.21226 -0.42780  O9 0.968
12 O 1.22257 -1.39357 -2.60365  H13 0.971, H14 0.963
13 H 1.09848 -1.08632 -1.69130  O12 0.971
14 H 2.00370 -0.91766 -2.90443  O12 0.963
15 O -3.34992 -0.42267 -0.56632  H16 0.970, H17 0.963
16 H -2.38834 -0.33280 -0.65514  O15 0.970
17 H -3.62641 0.38689 -0.12415  O15 0.963
18 O -2.63609 -0.52723 2.67359  H19 0.964, H20 0.965
19 H -1.83951 0.00134 2.54893  O18 0.964
20 H -2.86083 -0.83650 1.78768  O18 0.965
21 O -0.69979 0.75587 -2.81337  H22 0.961, H23 0.979
22 H -0.81189 -0.11632 -3.20107  O21 0.961
23 H -0.12456 0.59499 -2.03742  O21 0.979
24 O 1.99645 2.39727 1.10586  H25 0.961, H26 0.975
25 H 1.34482 2.98590 1.49616  O24 0.961
26 H 1.48762 1.60648 0.84949  O24 0.975
27 O -0.61899 -3.22706 -0.27281  H28 0.962, H29 0.971
28 H -1.56450 -3.09452 -0.39296  O27 0.962
29 H -0.27747 -2.34475 -0.05384  O27 0.971
30 O -1.17600 2.79518 0.30346  H31 0.975, H32 0.962
31 H -0.62288 1.99707 0.21615  O30 0.975
32 H -1.34131 2.87091 1.24835  O30 0.962

Output
Charge: -1
HOMO energy in eV: -7.337
Frontier orbital gap in eV: 10.235

Here are the Löwdin charges for atoms 1 to 6, given in e:
1 B -0.38
2 H 0.00
3 H 0.01
4 H 0.00
5 H -0.01
6 O -0.09


Here is how they stack up, most stable first: w, x.


w.
H3N2O | ωB97M-V/def2-TZVPD

Bonds (Å) are listed after each position.
Geometry (Å):
1 N -3.26860 -0.19266 0.00607  N2 1.139
2 N -2.37059 0.50087 0.10131  N1 1.139
3 O 0.92004 0.86435 0.03828  H4 0.896, H6 0.968
4 H 0.20017 1.27472 0.37909  O3 0.896
5 H -0.96984 0.33550 -1.35468  no bonds
6 H 0.51684 0.58843 -0.79762  O3 0.968

Output
Charge: -1
HOMO energy (alpha / beta) in eV: -1.351 / -1.350
Frontier orbital gap (alpha / beta) in eV: 6.993 / 6.993

So, what does the Löwdin scheme give us? The charges, in e, come out as:
1 N -0.11
2 N -0.16
3 O -0.25
4 H -0.12
5 H -0.18
6 H -0.18


x.
H3N2O | ωB97M-V/def2-TZVPD

Bonds (Å) are listed after each position.
Geometry (Å):
1 N -1.23332 -0.04568 0.11538  H4 0.943, H5 1.028
2 N 1.50929 -0.34702 0.16240  O3 1.291, H6 1.102
3 O 2.53149 0.38977 -0.12051  N2 1.291
4 H -0.97191 0.77116 0.50833  N1 0.943
5 H -1.47488 -0.79220 0.77938  N1 1.028
6 H 0.72929 -0.57621 -0.58178  N2 1.102

Output
Charge: -1
HOMO energy (alpha / beta) in eV: -2.025 / -1.718
Frontier orbital gap (alpha / beta) in eV: 6.723 / 6.164

So, what does the Löwdin scheme give us? The charges, in e, come out as:
1 N -0.22
2 N -0.09
3 O -0.25
4 H -0.26
5 H -0.18
6 H 0.01


Here is how they stack up, most stable first: w, x.